(1)
{"formula": "C42H112O42S14", "method": "wB97M-V/def2-TZVPD", "e_homo_ev": -10.5, "mol_weight_g_mol": 1738.25, "e_above_lowest_kj_mol": 173.5, "total_energy_ha": -10401.923695, "species": ["O", "S", "O", "O", "C", "C", "C", "H", "H", "H", "H", "H", "H", "H", "H", "O", "S", "O", "O", "C", "C", "C", "H", "H", "H", "H", "H", "H", "H", "H", "O", "S", "O", "O", "C", "C", "C", "H", "H", "H", "H", "H", "H", "H", "H", "O", "S", "O", "O", "C", "C", "C", "H", "H", "H", "H", "H", "H", "H", "H", "O", "S", "O", "O", "C", "C", "C", "H", "H", "H", "H", "H", "H", "H", "H", "O", "S", "O", "O", "C", "C", "C", "H", "H", "H", "H", "H", "H", "H", "H", "O", "S", "O", "O", "C", "C", "C", "H", "H", "H", "H", "H", "H", "H", "H", "O", "S", "O", "O", "C", "C", "C", "H", "H", "H", "H", "H", "H", "H", "H", "O", "S", "O", "O", "C", "C", "C", "H", "H", "H", "H", "H", "H", "H", "H", "O", "S", "O", "O", "C", "C", "C", "H", "H", "H", "H", "H", "H", "H", "H", "O", "S", "O", "O", "C", "C", "C", "H", "H", "H", "H", "H", "H", "H", "H", "O", "S", "O", "O", "C", "C", "C", "H", "H", "H", "H", "H", "H", "H", "H", "O", "S", "O", "O", "C", "C", "C", "H", "H", "H", "H", "H", "H", "H", "H", "O", "S", "O", "O", "C", "C", "C", "H", "H", "H", "H", "H", "H", "H", "H"], "positions_angstrom": [[4.855, -1.631, -0.409], [4.802, -0.215, -0.087], [3.534, 0.309, 0.284], [5.944, 0.178, 0.940], [5.545, 0.181, 2.403], [6.842, 0.449, 3.128], [5.420, 0.599, -1.426], [5.135, -0.772, 2.717], [4.773, 0.930, 2.536], [7.350, 1.395, 2.842], [7.509, -0.382, 2.912], [6.676, 0.426, 4.290], [6.381, 0.207, -1.725], [5.510, 1.619, -1.325], [4.690, 0.426, -2.209], [-3.960, 3.149, 5.742], [-3.169, 3.416, 4.559], [-1.819, 2.937, 4.576], [-3.995, 2.801, 3.295], [-3.370, 2.917, 1.934], [-4.198, 2.111, 0.937], [-3.196, 5.192, 4.150], [-2.287, 2.583, 1.958], [-3.421, 3.969, 1.580], [-4.170, 1.053, 1.101], [-3.562, 2.250, 0.083], [-5.214, 2.543, 0.793], [-2.424, 5.523, 3.416], [-3.031, 5.613, 5.082], [-4.191, 5.319, 3.744], [3.637, 2.163, 7.732], [3.467, 2.476, 6.341], [4.052, 1.579, 5.421], [1.949, 2.655, 6.132], [1.157, 1.433, 6.551], [-0.077, 1.904, 7.235], [3.932, 4.118, 5.883], [1.818, 0.903, 7.220], [0.970, 0.920, 5.592], [-0.739, 2.577, 6.729], [0.190, 2.149, 8.273], [-0.693, 0.972, 7.372], [5.052, 4.091, 5.995], [3.557, 4.746, 6.711], [3.664, 4.387, 4.836], [2.684, -4.196, 0.036], [3.040, -4.028, 1.424], [4.387, -4.298, 1.842], [2.498, -2.650, 1.928], [2.859, -2.304, 3.294], [2.494, -0.787, 3.518], [2.042, -5.208, 2.367], [3.909, -2.435, 3.317], [2.450, -2.973, 4.050], [1.424, -0.557, 3.579], [2.917, -0.274, 2.629], [2.971, -0.553, 4.448], [2.554, -6.150, 2.474], [1.078, -5.327, 1.881], [1.874, -4.882, 3.378], [4.593, 2.803, -3.608], [3.305, 2.506, -4.071], [2.920, 1.154, -3.825], [2.305, 3.509, -3.387], [0.894, 3.116, -3.228], [0.350, 3.751, -2.078], [3.155, 2.946, -5.775], [0.957, 1.937, -3.230], [0.322, 3.494, -4.059], [0.143, 4.816, -2.235], [0.986, 3.611, -1.174], [-0.641, 3.299, -1.801], [3.795, 2.275, -6.301], [3.506, 3.962, -5.913], [2.131, 2.852, -6.102], [-2.765, 1.617, -3.940], [-1.949, 1.921, -5.086], [-1.448, 3.292, -5.303], [-0.713, 0.937, -5.187], [-0.857, -0.526, -4.880], [0.220, -1.127, -5.712], [-2.832, 1.579, -6.573], [-1.841, -0.789, -5.178], [-0.781, -0.626, -3.790], [1.077, -0.418, -5.711], [-0.190, -1.293, -6.688], [0.642, -2.068, -5.290], [-2.194, 1.729, -7.394], [-3.672, 2.265, -6.602], [-3.141, 0.522, -6.550], [-3.453, 6.459, 0.968], [-3.094, 6.593, -0.392], [-3.631, 5.672, -1.360], [-3.540, 8.114, -0.796], [-4.089, 8.333, -2.110], [-3.004, 8.186, -3.233], [-1.350, 6.736, -0.563], [-4.515, 9.318, -2.025], [-4.831, 7.541, -2.314], [-3.233, 8.423, -4.277], [-2.588, 7.176, -3.158], [-2.245, 8.937, -2.919], [-0.790, 5.797, -0.253], [-1.116, 7.553, 0.052], [-1.096, 6.994, -1.575], [-3.103, -5.269, 2.935], [-4.223, -5.047, 2.080], [-4.120, -4.029, 1.085], [-4.448, -6.425, 1.285], [-5.207, -6.429, 0.004], [-4.326, -6.524, -1.154], [-5.630, -4.739, 3.024], [-5.827, -5.509, 0.041], [-5.861, -7.332, 0.088], [-4.983, -6.490, -2.092], [-3.752, -7.455, -1.134], [-3.660, -5.721, -1.301], [-6.120, -3.798, 2.694], [-5.321, -4.885, 4.021], [-6.292, -5.634, 2.934], [-6.792, -0.665, -0.449], [-6.263, -1.331, -1.607], [-6.902, -2.453, -2.165], [-6.189, -0.312, -2.796], [-5.694, 1.080, -2.569], [-6.634, 2.116, -3.168], [-4.557, -1.674, -1.384], [-4.696, 1.183, -2.959], [-5.600, 1.222, -1.472], [-6.627, 1.905, -4.260], [-6.073, 3.023, -2.877], [-7.690, 2.101, -2.836], [-4.160, -2.136, -2.259], [-4.473, -2.318, -0.534], [-3.956, -0.791, -1.193], [-1.067, -3.840, -4.798], [-0.642, -4.611, -3.648], [-1.480, -4.908, -2.558], [-0.109, -6.037, -4.057], [0.633, -6.367, -5.281], [1.483, -7.614, -4.987], [0.722, -3.844, -2.839], [1.345, -5.530, -5.388], [-0.004, -6.565, -6.136], [2.276, -7.445, -4.229], [1.938, -7.825, -5.918], [0.750, -8.366, -4.602], [1.217, -4.649, -2.262], [0.195, -3.146, -2.199], [1.503, -3.412, -3.518], [-0.163, -2.330, 4.048], [-1.055, -2.226, 5.199], [-0.541, -1.482, 6.310], [-2.460, -1.788, 4.771], [-2.907, -0.438, 4.750], [-4.404, -0.354, 4.522], [-1.460, -3.850, 5.679], [-2.423, 0.073, 3.919], [-2.682, 0.015, 5.784], [-4.672, 0.741, 4.459], [-4.984, -0.888, 5.302], [-4.655, -0.852, 3.579], [-0.909, -4.139, 6.537], [-1.171, -4.527, 4.847], [-2.513, -3.936, 5.937], [3.582, -1.813, -3.776], [4.079, -3.110, -4.132], [3.224, -3.942, -4.897], [5.400, -2.897, -4.929], [6.386, -1.889, -4.451], [7.387, -2.486, -3.450], [4.622, -3.929, -2.631], [5.853, -1.032, -4.051], [6.803, -1.703, -5.425], [6.895, -2.499, -2.468], [8.273, -1.824, -3.375], [7.819, -3.424, -3.802], [5.016, -4.943, -2.893], [3.741, -3.904, -1.989], [5.337, -3.408, -2.054], [1.649, 4.811, 3.188], [1.203, 3.912, 2.213], [-0.047, 4.160, 1.532], [2.257, 3.767, 1.075], [3.687, 3.769, 1.281], [4.289, 4.771, 0.368], [1.022, 2.301, 2.836], [3.969, 2.799, 0.941], [3.911, 4.050, 2.309], [4.076, 4.505, -0.710], [5.324, 4.519, 0.570], [4.020, 5.823, 0.557], [1.995, 1.842, 3.220], [0.787, 1.687, 1.942], [0.188, 2.158, 3.505], [-1.384, 0.181, -1.615], [-0.767, -0.348, -0.409], [-1.120, 0.244, 0.895], [-1.061, -1.918, -0.344], [-1.051, -2.741, 0.921], [-0.677, -4.163, 0.595], [1.079, -0.249, -0.404], [-2.067, -2.608, 1.291], [-0.308, -2.291, 1.587], [-1.276, -4.636, -0.190], [-0.917, -4.749, 1.503], [0.377, -4.143, 0.327], [1.272, 0.748, -0.125], [1.338, -0.370, -1.469], [1.452, -0.974, 0.345]], "forces_ev_per_a": [[0.0586, 0.9592, 0.7620], [1.0336, -2.4200, -0.3858], [-0.3515, 0.8097, 0.9142], [-1.1557, -0.3076, 1.4265], [0.8889, 0.4788, -0.6222], [0.0026, 0.1031, 2.0533], [0.1291, -0.9330, -1.9851], [0.0572, -0.2922, -0.3999], [0.0637, 0.2527, -0.0284], [-0.5503, -0.5485, 0.1654], [0.1983, 0.0244, -0.0264], [0.1365, 0.2290, -2.2087], [0.1904, -0.3522, 0.0799], [0.0402, 2.3375, 0.6041], [-0.1245, -0.1575, -0.3290], [0.2697, 0.3971, -1.2766], [-0.8422, 0.2234, -0.7194], [0.3135, -0.1815, -0.3602], [1.1897, 0.4281, 0.4073], [0.1989, -0.0604, 0.1742], [0.3900, 1.0315, 0.5961], [0.2390, -1.8103, -1.7058], [-1.3214, 0.2740, 0.1921], [0.1510, -0.4307, 0.6915], [-0.3766, -0.5821, 0.4533], [-0.1511, 0.1159, -1.1421], [0.7648, -0.5119, 0.0679], [-0.5372, -0.7055, 0.5410], [0.0762, 1.2564, 1.7271], [-0.1547, 0.4800, 0.1476], [0.7143, 0.5396, 0.0471], [-0.4304, 1.1015, 1.1298], [0.6562, -1.2758, -1.5569], [-1.2015, -0.6283, -0.3370], [0.1707, 1.1541, -1.5456], [-0.5581, -2.2848, 1.5533], [1.5355, 0.0638, 0.9045], [-0.1825, -0.5467, 0.0355], [0.0818, -0.0559, 0.6529], [0.1962, 0.6740, -0.3387], [-0.2770, 0.6430, -0.3882], [0.4341, 0.6216, -0.1852], [-0.9517, 0.1383, -0.2424], [-0.0554, 0.0660, -0.8867], [-0.2057, -0.2497, 1.0475], [0.1757, 0.7961, 0.7340], [-0.3789, -2.8695, 0.0797], [-0.0634, 0.9161, -0.1508], [-0.3464, -0.0732, -0.1247], [-0.8606, 1.8728, 0.1754], [0.1901, -1.7774, -1.3754], [-0.2877, 0.4062, -0.2582], [1.2083, 0.1036, 0.2874], [-0.5315, 0.0117, -0.3197], [0.2355, -0.5108, -0.0322], [-0.1831, 0.0492, 0.8353], [0.3740, 0.7215, 0.4196], [0.3959, -0.2416, -0.4949], [0.1686, -0.0568, -0.0139], [-0.0214, 0.5187, 0.3406], [2.2702, 1.4233, 0.4877], [-1.5532, -0.3516, -0.0160], [-0.9073, -0.5336, -0.4632], [0.2982, 0.1999, -0.0049], [1.1326, -3.2864, -2.1152], [-1.4076, 0.4969, 3.8022], [-0.0675, 0.2141, 0.4384], [-0.7229, 2.3952, 0.2175], [0.2661, -0.3822, -0.7900], [0.3073, -0.1528, 0.0149], [-0.3881, 0.2738, -0.5269], [0.7767, 0.2464, -0.4416], [0.4023, -0.5512, -0.5047], [0.0113, 0.1254, 0.1564], [-0.3132, -0.1301, 0.0022], [0.5352, 0.1053, -0.5422], [0.4419, 1.8341, -0.6406], [-0.4391, -2.2725, 0.7540], [-0.4998, 0.5981, 0.2882], [0.4044, 1.2517, 0.8952], [1.4843, -0.4526, 0.8920], [-0.8213, -1.1480, 1.0866], [-0.8793, -0.5419, -0.2229], [0.1359, 0.0271, -0.3522], [-0.5392, -0.4384, -0.2703], [0.2777, -0.1755, -0.7346], [-0.6665, 0.5942, -0.3912], [0.9019, 0.3401, -0.9712], [-0.1504, -0.0985, 0.0226], [-0.1945, 0.4534, -0.0314], [0.0222, -0.1002, 1.1224], [-0.5232, 0.3957, -1.7582], [0.2721, 0.3727, 0.3320], [0.5492, -1.0526, 0.1447], [0.0792, -1.5219, -1.6062], [0.6427, 1.1266, 1.7049], [0.4445, -1.8665, 0.0065], [-0.2477, 0.2329, -0.2525], [-0.0945, 0.6914, 0.3451], [-0.6448, -0.1305, 0.3977], [-0.0700, 0.2500, -0.2701], [0.0525, -0.6048, -0.4294], [-1.0008, 1.0790, -0.1335], [0.6344, 1.0235, 1.0223], [-0.1001, -0.0137, -0.4638], [-0.0239, -0.3336, 0.4408], [1.3262, -0.7919, -2.1569], [-0.1367, 0.7158, -0.3070], [-0.0045, 0.2819, 0.6333], [-1.5085, 0.3302, 1.9657], [-0.6707, -0.8823, -2.2953], [-1.9916, -1.2118, -0.6551], [0.2315, -0.6052, -0.4229], [0.4498, 0.8179, 0.0189], [0.7843, -0.3648, 1.1847], [-0.1275, 0.0928, -0.1440], [0.8545, 1.0844, 0.2241], [0.4354, -0.7294, 0.6199], [0.3471, 0.8748, 1.4003], [0.1022, 0.8540, -0.4947], [0.1284, -0.3222, -0.0015], [0.9624, 1.7506, 0.2024], [-0.7760, -1.4152, -0.2229], [0.2311, 1.4156, -0.5956], [-1.0652, -0.7570, 1.6929], [0.7210, -0.8405, -0.4981], [0.1237, 0.3431, 0.5213], [0.1881, -0.2779, -0.4918], [-0.2526, -0.1239, -0.5321], [-0.0398, 0.7279, 0.5294], [-0.8124, 0.1694, -0.6261], [0.7998, -0.0200, 0.2265], [0.0610, -0.5039, -0.6668], [0.1078, -0.5836, 0.4962], [-0.2620, 0.3916, 0.0577], [0.1133, -0.8317, 0.7836], [1.4802, 0.6145, -1.2585], [-1.9875, -0.3074, 0.8611], [-0.2211, -0.7889, -0.7704], [1.7867, 0.8460, 1.4279], [-1.5627, 0.7005, 1.6033], [1.3295, -0.3435, -0.8225], [-0.5517, -0.2019, -0.7505], [-0.3282, 0.4320, 0.1371], [-0.6099, 0.0626, -0.4056], [0.4607, -0.9002, -0.8799], [0.9847, 0.0633, -0.5623], [-0.4373, 0.5229, 0.0054], [0.4188, 0.3504, 0.2163], [-1.2024, -0.1643, 0.5851], [-1.0350, 0.2325, 0.8339], [2.4769, -0.6967, -0.9047], [-0.4734, 0.4101, 0.1872], [-1.1404, -0.5207, -0.3562], [-0.2888, 1.8638, 1.5630], [-0.3413, -0.0594, -0.0574], [-0.4049, -1.2234, -0.8791], [0.3584, 0.2070, 0.2767], [0.0537, -0.4122, -1.7189], [0.1235, -1.3191, 0.1600], [0.3547, 0.5556, -0.1918], [-0.0063, 0.2803, -0.0364], [0.7808, 0.0395, 0.8345], [-0.5428, 0.4760, 0.4586], [0.0247, 0.0483, -0.2707], [-0.1539, 0.0944, 0.2798], [0.6709, 1.2851, 1.7716], [-0.0855, -1.0008, -0.5762], [0.5532, -0.1955, 0.0124], [0.0142, -1.1903, -0.3600], [0.0482, 1.1299, -0.2986], [-1.0162, -1.2643, -0.9688], [-0.0746, 0.0470, -0.1091], [0.6439, 0.6789, -0.0244], [0.6406, -0.4267, -0.2493], [-0.5993, 0.0001, -0.0115], [-0.5118, -0.2224, 0.2649], [-0.6480, 0.7840, 0.2958], [-0.1099, -0.5976, -0.0903], [0.7317, 0.8561, 0.0868], [1.2037, 1.6010, 1.7214], [-2.6932, -1.3877, -1.4687], [0.7085, 0.3385, 0.0974], [-0.4223, -0.0790, -0.2874], [-1.3077, 0.9401, -0.0128], [0.1807, -0.2705, -1.4343], [1.8077, -2.3128, -0.7499], [0.5761, -0.9091, 0.4364], [0.0117, -0.5452, 0.1540], [0.1835, 0.3713, 1.1243], [0.7272, 0.8719, -0.4335], [0.2572, -0.5380, 0.1143], [-1.2124, 0.9991, -0.1218], [-0.0225, 0.3675, 0.3769], [-0.1261, 0.5465, 0.4447], [0.8211, -0.8803, 1.1127], [0.4351, 0.3416, 2.4106], [-0.0928, -0.6625, -1.6163], [0.1639, 0.3045, -0.7164], [-0.2663, 1.1948, -0.4682], [-0.5812, 0.1053, 0.1746], [-2.2086, -1.2800, -1.2594], [0.2148, -0.2035, 0.2717], [-0.3210, -0.0448, 0.0408], [0.1112, 0.4528, -0.0586], [0.4894, 0.2561, -0.2676], [-0.0907, -0.5258, -0.0308], [0.2513, 1.1391, 0.4269], [0.5153, -0.4147, 0.6074], [-0.1527, 0.3429, -0.7906]]}

=====

(2)
{"formula": "C5H8O2", "method": "wB97M-V/def2-TZVPD", "e_homo_ev": -9.2, "mol_weight_g_mol": 100.12, "e_above_lowest_kj_mol": 493.6, "total_energy_ha": -345.616968, "species": ["C", "C", "O", "C", "C", "O", "C", "H", "H", "H", "H", "H", "H", "H", "H"], "positions_angstrom": [[1.323, 1.063, -0.006], [0.337, 0.536, 0.719], [0.486, -0.357, 1.740], [-1.128, 0.756, 0.466], [-1.727, -0.448, -0.228], [-1.211, -0.710, -1.567], [-0.857, -1.581, -0.681], [1.096, 1.692, -0.860], [2.369, 0.843, 0.193], [2.145, -1.207, -1.347], [1.309, -0.845, 1.642], [-1.634, 0.884, 1.431], [-1.287, 1.662, -0.127], [-2.799, -0.618, -0.159], [1.577, -1.670, -1.216]], "forces_ev_per_a": [[-0.1096, -0.0498, 0.1481], [0.0088, 0.2285, -0.2826], [0.0958, -0.0900, 0.0624], [-0.0013, 0.0200, -0.0372], [-0.1748, 0.1172, 0.2232], [0.1375, -0.2833, 0.0441], [-0.2771, 0.2113, -0.2393], [-0.0053, -0.0257, 0.2172], [-0.1807, 0.0008, 0.0116], [0.0127, -0.1262, -0.0335], [0.1367, 0.0965, 0.0256], [0.0462, -0.0131, -0.1562], [0.0090, -0.1272, 0.0647], [0.1593, 0.0652, 0.0077], [0.1430, -0.0244, -0.0558]]}

=====

Number 1: Kohn-Sham gap 10.83 eV. Number 2: Kohn-Sham gap 9.87 eV.